A single C25H19N3O molecule at a distorted geometry. Source: the Open Molecules 2025 dataset; level of theory: wB97M-V/def2-TZVPD.

ORCA input file:
```
! wB97M-V def2-TZVPD RIJCOSX def2/J DEFGRID3
* xyz 0 1
C 0.2236 5.2208 -3.5761
O -1.0049 4.4641 -3.7951
C -1.1257 3.2304 -3.1986
C -2.3385 2.6323 -3.4451
C -2.6287 1.3458 -2.9673
C -1.6636 0.6247 -2.2476
C -1.9082 -0.7281 -1.6914
C -2.8519 -1.6243 -2.2550
C -3.1145 -2.8625 -1.6579
C -2.4769 -3.2380 -0.4867
N -2.5560 -4.4312 0.1877
C -1.6753 -4.3547 1.1333
C -1.3005 -5.3649 2.1111
N -0.3563 -5.0642 3.0098
C 0.2352 -3.8125 2.9999
C -0.0833 -2.8032 2.1150
C 0.5470 -1.4848 2.1586
C 1.8532 -1.2738 2.5503
C 2.5681 0.0380 2.5858
C 1.9146 1.2019 2.1693
C 2.5371 2.4618 2.1862
C 3.8558 2.5496 2.6772
C 4.5427 1.3981 3.1522
C 3.8682 0.1411 3.1184
N -1.0956 -3.0784 1.1414
C -1.5341 -2.3908 0.0212
C -1.2508 -1.1535 -0.5020
C -0.4001 1.2299 -2.0344
C -0.1300 2.5362 -2.4850
H 0.1294 6.1826 -4.0914
H 1.0967 4.6923 -4.0544
H 0.4040 5.4076 -2.4986
H -3.1092 3.1073 -4.0185
H -3.6042 0.9194 -3.1700
H -3.3458 -1.3554 -3.1901
H -3.7932 -3.5486 -2.1532
H -1.7419 -6.3391 2.1142
H 1.0065 -3.6291 3.7519
H -0.0700 -0.6193 1.9289
H 2.4792 -2.1212 2.8547
H 0.9045 1.1307 1.8077
H 2.0009 3.3349 1.8174
H 4.2382 3.5502 2.7661
H 5.5728 1.4608 3.4944
H 4.3993 -0.7017 3.4702
H -0.4997 -0.5474 -0.0317
H 0.4056 0.7611 -1.4792
H 0.8764 2.9050 -2.2934
*
```

Its structure (SMILES) is COc1ccc(-c2ccc3nc4cncc(/C=C/c5ccccc5)n4c3c2)cc1. The relative energy (zero: lowest compared OMol25 entry of this formula, charge and spin) is 0.0 kJ/mol. The value obtained for the highest occupied orbital energy is -7.63 eV.

These are the Löwdin partial charges, in e, on atoms 1 to 8: -0.07, -0.10, -0.29, -0.01, -0.01, -0.18, -0.15, -0.02

A molecular structure, C49H59BN12OSZn. Source: the Open Molecules 2025 dataset; level of theory: wB97M-V/def2-TZVPD.

ORCA input file:
```
! wB97M-V def2-TZVPD RIJCOSX def2/J DEFGRID3
* xyz 0 1
Zn -0.0913 0.2428 1.3175
C -1.2287 -2.1789 5.8526
C -0.4767 -2.1272 4.5663
C 0.1902 -3.1486 3.9296
C 0.5902 -2.6400 2.6931
N 0.2524 -1.3416 2.6171
N -0.4321 -1.0537 3.7706
B -1.1216 0.3059 3.9832
N -2.2655 0.5527 2.9545
N -2.0126 1.0930 1.7195
C -3.1913 1.4590 1.2137
C -4.2137 1.0698 2.0839
C -3.5878 0.4810 3.1628
C -4.2049 -0.2163 4.3228
C -3.3839 2.3086 -0.0267
C -4.2491 1.5712 -1.0561
C -4.1341 3.5781 0.4077
C -2.0602 2.7560 -0.6413
N -0.0860 1.4666 3.8869
N 0.4677 1.8712 2.7028
C 1.1073 3.0137 2.9493
C 1.0195 3.3148 4.3178
C 0.2456 2.3206 4.8708
C -0.2001 2.1687 6.2872
C 1.7331 3.9366 1.9171
C 1.5053 3.4949 0.4657
C 1.0820 5.3188 2.0905
C 3.2385 4.0708 2.1852
C 1.2269 -3.5140 1.6270
C 2.5874 -4.0029 2.1358
C 0.3038 -4.7232 1.3995
C 1.4204 -2.8235 0.2855
H -0.9941 -3.1109 6.3637
H -0.9880 -1.3469 6.5132
H -2.3023 -2.1591 5.6553
H 0.3072 -4.1564 4.2892
H -1.5876 0.3217 5.0822
H -5.2758 1.1952 1.9557
H -5.2598 0.0468 4.3834
H -4.1342 -1.2956 4.1548
H -3.7230 0.0352 5.2681
H -5.2611 1.4276 -0.6740
H -4.3131 2.1522 -1.9796
H -3.8502 0.5875 -1.2931
H -5.1014 3.3368 0.8481
H -3.5547 4.1351 1.1468
H -4.3033 4.2237 -0.4580
H -1.4543 1.9257 -0.9981
H -2.2584 3.4145 -1.4899
H -1.4779 3.3151 0.0925
H 1.4312 4.1653 4.8349
H 0.2888 2.9258 6.8980
H -1.2792 2.2927 6.3811
H 0.0537 1.1857 6.6833
H 0.5492 2.9885 0.3418
H 1.5070 4.3716 -0.1851
H 2.2947 2.8350 0.1135
H 0.0244 5.2835 1.8205
H 1.1559 5.6793 3.1154
H 1.5783 6.0414 1.4381
H 3.7291 3.0952 2.2008
H 3.7057 4.6766 1.4051
H 3.4212 4.5529 3.1470
H 2.4868 -4.5636 3.0660
H 3.0462 -4.6589 1.3918
H 3.2627 -3.1626 2.3187
H 0.1514 -5.2862 2.3211
H -0.6774 -4.3986 1.0496
H 0.7575 -5.3898 0.6609
H 2.1899 -2.0562 0.3385
H 1.7395 -3.5647 -0.4509
H 0.4846 -2.3874 -0.0636
C 6.7302 0.5986 -10.6472
O 5.3319 0.4832 -10.4373
C 4.8859 0.4393 -9.1571
C 3.5134 0.2412 -8.9969
C 2.9641 0.1870 -7.7369
C 3.7659 0.3306 -6.6016
C 5.1281 0.5232 -6.7705
C 5.6986 0.5828 -8.0368
C 3.1349 0.2626 -5.2786
N 1.8724 -0.0245 -5.0636
C 1.7175 0.0361 -3.7023
C 2.8990 0.3579 -3.0855
N 3.8066 0.5046 -4.1111
C 3.0404 0.4716 -1.6683
C 4.2286 0.7020 -0.9565
C 4.2044 0.7361 0.4156
C 2.9806 0.5744 1.0728
N 1.8608 0.3725 0.4126
C 1.8677 0.2936 -0.9228
C 0.6032 -0.0658 -1.5602
N -0.4439 -0.3155 -0.7421
C -1.5677 -0.7780 -1.2552
C -1.7222 -0.9722 -2.6375
C -0.6877 -0.6761 -3.4817
C 0.5273 -0.2220 -2.9380
H 6.8817 0.5460 -11.7209
H 7.2695 -0.2190 -10.1641
H 7.1067 1.5545 -10.2755
H 2.8996 0.1310 -9.8806
H 1.9024 0.0281 -7.6066
H 5.7864 0.6246 -5.9154
H 6.7617 0.7374 -8.1328
H 4.7759 0.7531 -4.0251
H 5.1654 0.8351 -1.4844
H 5.1065 0.8967 0.9888
H 2.8982 0.6210 2.1531
H -2.3427 -1.0413 -0.5381
H -2.6578 -1.3662 -3.0089
H -0.7661 -0.8127 -4.5525
C -6.1100 -5.1840 -0.9287
C -5.7263 -4.4722 0.3392
C -6.5576 -4.4680 1.4505
C -6.0864 -3.7695 2.5479
N -4.9258 -3.1391 2.5746
C -4.1605 -3.1932 1.4488
S -2.6347 -2.3884 1.4646
N -4.5553 -3.8516 0.3302
H -7.0532 -5.7189 -0.8231
H -5.3263 -5.8890 -1.2065
H -6.2013 -4.4642 -1.7436
H -7.5114 -4.9766 1.4592
H -6.6787 -3.7158 3.4586
*
```

The relative energy (zero: lowest compared OMol25 entry of this formula, charge and spin) is 0.0 kJ/mol. The value obtained for the highest occupied orbital energy is -5.95 eV.

These are the Löwdin partial charges, in e, on atoms 1 to 8: 0.70, 0.00, -0.27, 0.02, -0.25, 0.07, 0.02, -0.52

A gas-phase ion, C6H10N (charge +1) at a distorted geometry. Source: the Open Molecules 2025 dataset; level of theory: wB97M-V/def2-TZVPD.

ORCA input file:
```
! wB97M-V def2-TZVPD RIJCOSX def2/J DEFGRID3
* xyz 1 1
C -1.4449 1.8504 -0.9348
C -0.5633 0.8395 -0.6847
C 0.5320 -0.0553 -1.0344
C 0.0308 -1.5069 -1.1142
C -0.3762 -1.3822 0.4004
C 0.0402 0.0586 0.4461
N 0.7345 0.7512 1.5385
H -2.1081 2.1190 -0.0811
H -1.8100 2.0534 -1.8761
H 1.3890 0.1349 -1.5068
H 0.6594 -2.2634 -1.4187
H -0.7461 -1.5185 -1.9300
H -1.3708 -1.7382 0.7351
H 0.3638 -2.0271 0.8338
H 1.7639 0.7683 1.4290
H 0.5929 0.3776 2.4842
H 0.4400 1.7181 1.5833
*
```

Its structure (SMILES) is C=C1[C@@H]2CC[C@]12[NH3+]. The relative energy (zero: lowest compared OMol25 entry of this formula, charge and spin) is 236.0 kJ/mol. The value obtained for the highest occupied orbital energy is -13.70 eV.

These are the Löwdin partial charges, in e, on atoms 1 to 8: 0.13, -0.15, -0.09, -0.07, -0.07, -0.30, 0.28, 0.09

A single C2H7NO molecule at a distorted geometry. Source: the Open Molecules 2025 dataset; level of theory: wB97M-V/def2-TZVPD.

ORCA input file:
```
! wB97M-V def2-TZVPD RIJCOSX def2/J DEFGRID3
* xyz 0 1
N -0.6339 -0.9180 -0.9833
C 0.2926 -0.5840 0.0733
C 0.4477 1.1066 0.1729
O -0.6454 1.6134 0.8414
H -1.5784 -0.6527 -0.7301
H -0.5869 -1.8942 -1.2467
H 0.1056 -1.0755 1.0473
H 1.2966 -0.8987 -0.2166
H 0.4471 1.4229 -0.8746
H 1.4107 1.2911 0.6723
H -0.5556 0.5892 1.2442
*
```

Its structure (SMILES) is NCCO. The relative energy (zero: lowest compared OMol25 entry of this formula, charge and spin) is 221.2 kJ/mol. The value obtained for the highest occupied orbital energy is -9.43 eV.

These are the Löwdin partial charges, in e, on atoms 1 to 8: -0.02, -0.27, -0.30, -0.11, 0.07, 0.07, 0.10, 0.10

no.,electronic energy (Eh)
1,-1203.5408
2,-4837.5272
3,-288.9931
4,-210.3145